Entry 1:
The following is a quantum chemistry calculation of C4H8CuO3 as an isolated structure at a distorted geometry, from the Open Molecules 2025 dataset.

Atoms and positions in Å:
C: 2.4204 0.6396 0.7835
C: 1.1965 -0.1868 0.4650
O: -0.2086 0.5451 0.5881
H: 3.2622 -0.0447 0.9487
H: 2.6904 1.2922 -0.0561
H: 2.2936 1.2133 1.7111
H: 0.9698 -0.8238 1.3351
H: 1.3459 -0.8233 -0.4157
Cu: -1.6763 2.0736 1.1291
O: -0.1474 0.7117 -0.7794
O: -1.8581 0.9693 -0.8611
C: -2.4007 -0.2410 -1.0348
C: -1.5809 -1.3039 -0.7390
H: -2.0515 -2.2081 -0.3471
H: -3.4682 -0.3248 -1.2580
H: -0.7870 -1.4885 -1.4695

Cartesian forces (eV/Å) of the 6 atoms listed first:
-0.348 0.676 -0.341
0.143 -1.034 4.012
3.452 -0.461 -0.562
-0.275 -0.030 -0.111
-0.014 -0.005 0.337
0.026 -0.066 -0.347

Max |F|, eV/A: 4.77
Kohn-Sham gap (spin up / spin down), eV: 6.92 / 6.93
Energy relative to the best compared isomer or geometry (same formula, charge and spin), kJ/mol: 628.7
Total charge: +1
E_HOMO (spin up / spin down), eV: -12.5 / -12.5
DFT total energy, hartree: -2022.76716

---

Entry 2:
The following is a quantum chemistry calculation of a single C3H5N3O molecule at a distorted geometry, from the Open Molecules 2025 dataset.

Atoms and positions in Å:
H: 2.9802 0.3449 -0.2525
N: 2.4073 -0.5311 -0.0523
C: 1.1863 -0.1852 0.0016
C: 0.0328 -1.0944 0.0608
C: -1.2250 -0.1654 0.0673
O: -2.4084 -0.4672 -0.0549
N: -0.7331 1.1087 0.0419
N: 0.6646 1.1564 -0.0613
H: -0.0651 -1.7470 -0.8335
H: 0.1194 -1.8061 0.9052
H: -1.1954 1.8132 -0.4418
H: 1.0921 1.6641 0.7849

Cartesian forces (eV/Å) of the 6 atoms listed first:
-0.632 -1.345 0.543
0.109 1.830 -0.397
0.358 0.353 -0.674
-1.511 -1.265 0.218
-0.872 -1.124 -0.575
1.825 0.360 0.370

Max |F|, eV/A: 2.84
Kohn-Sham gap, eV: 10.25
Energy relative to the best compared isomer or geometry (same formula, charge and spin), kJ/mol: 164.7
Total charge: 0
SMILES: [H]/N=C1/CC(=O)NN1
E_HOMO, eV: -9.5
DFT total energy, hartree: -356.79463

---

Entry 3:
The following is a quantum chemistry calculation of a single CH3N3O3 molecule at a distorted geometry, from the Open Molecules 2025 dataset.

Atoms and positions in Å:
H: -0.3392 -1.7481 -2.2742
N: 0.1271 -1.1145 -1.6232
N: 0.0522 -1.4809 -0.4567
O: -0.4787 -2.4017 0.0954
N: 0.8817 -0.5473 0.4570
O: 0.1191 -0.0788 1.5219
C: -0.2741 1.1975 1.4380
O: -0.0536 1.9264 0.5218
H: 1.1392 0.2507 -0.1402
H: -0.8003 1.4459 2.3708

Cartesian forces (eV/Å) of the 6 atoms listed first:
-0.017 -0.356 0.490
0.407 0.836 -1.505
0.556 1.698 1.784
-0.481 -0.725 0.352
0.392 -0.921 -1.041
-0.116 -1.079 0.116

Max |F|, eV/A: 2.52
Kohn-Sham gap, eV: 11.39
Energy relative to the best compared isomer or geometry (same formula, charge and spin), kJ/mol: 240.9
Total charge: 0
SMILES: [H]/N=[N+](\[O-])NOC=O
E_HOMO, eV: -10.7
DFT total energy, hartree: -429.72403

---

Entry 4:
The following is a quantum chemistry calculation of an isolated ion of composition C3H5N2O2S and charge +1 at a distorted geometry, from the Open Molecules 2025 dataset.

Atoms and positions in Å:
O: -3.0378 -0.3743 1.3175
N: -1.8756 -0.6039 1.5700
C: -0.7561 0.0072 0.9150
N: -0.7044 -0.4581 -0.4002
C: 0.5899 -0.8290 -1.1114
S: 2.0390 0.1586 -0.7970
C: 1.3118 1.2012 0.3809
O: 0.3734 0.5235 1.3534
H: -1.5829 -0.5374 -0.8816
H: 0.5566 -1.8753 -0.8147
H: 0.4503 -0.8093 -2.2935
H: 2.0240 1.7210 1.0346
H: 0.6117 1.8759 -0.2731

Cartesian forces (eV/Å) of the 6 atoms listed first:
3.136 0.134 0.004
-2.201 0.026 1.658
2.826 -0.385 -5.970
0.601 2.352 2.409
-2.481 -0.410 -2.458
1.280 -1.238 0.222

Max |F|, eV/A: 6.62
Kohn-Sham gap, eV: 7.41
Energy relative to the best compared isomer or geometry (same formula, charge and spin), kJ/mol: 324.2
Total charge: +1
SMILES: O=[N+]=C1NCSCO1
E_HOMO, eV: -13.9
DFT total energy, hartree: -775.04430

---

Entry 5:
The following is a quantum chemistry calculation of C10H30ClN6O4V as an isolated structure at a distorted geometry, from the Open Molecules 2025 dataset.

Atoms and positions in Å:
V: 2.7186 0.6547 1.2268
Cl: 0.8294 -1.3348 1.6693
C: -0.6711 -4.2832 -1.2938
C: 0.3365 -3.4269 -1.9719
C: -0.3020 -2.0273 -2.2804
O: 0.5747 -1.1860 -2.9517
C: -0.1191 0.0813 -3.3783
N: 1.5536 -3.1788 -1.1449
H: -1.0893 -3.7513 -0.4391
H: -0.2426 -5.1498 -0.7904
H: -1.4490 -4.6483 -1.9643
H: 0.5804 -3.8745 -2.9354
H: -0.7353 -1.5050 -1.4275
H: -1.0908 -2.1542 -3.0219
H: -0.3937 0.7263 -2.5436
H: -0.9930 -0.0546 -4.0154
H: 0.5185 0.6488 -4.0562
H: 1.9851 -2.3537 -1.5360
H: 1.2898 -2.7950 -0.2486
C: -0.0732 3.4907 -0.8512
C: 1.2378 2.6336 -0.6764
C: 2.4816 3.4924 -0.1560
O: 3.5481 2.6317 -0.0057
C: 4.8630 3.3109 -0.1909
N: 0.9034 1.7378 0.4320
H: 0.1256 4.4571 -1.3145
H: -0.5462 3.7222 0.1032
H: -0.7847 2.9568 -1.4811
H: 1.4623 2.0774 -1.5865
H: 2.2425 3.8251 0.8540
H: 2.6570 4.4518 -0.6429
H: 5.0525 4.1750 0.4459
H: 4.7181 3.6300 -1.2230
H: 5.6241 2.5315 -0.2299
H: 0.3356 2.3401 1.0107
H: 0.2025 1.0277 0.2751
C: -2.7009 1.6761 1.4014
O: -1.8835 2.5245 1.6037
N: -2.5387 0.3913 1.1308
N: -3.9041 2.0109 1.1986
H: -1.6685 -0.0730 1.3483
H: -3.2513 0.0618 0.4953
H: -4.5921 1.3278 0.9156
H: -4.1369 2.9393 1.5211
C: -1.9763 -3.1597 3.8829
O: -2.8876 -3.6398 4.4578
N: -1.4418 -3.6942 2.8429
N: -1.4772 -2.0401 4.1428
H: -0.6151 -3.2748 2.4420
H: -1.8360 -4.5264 2.4280
H: -0.6515 -1.8879 3.5814
H: -1.7890 -1.5152 4.9473

Cartesian forces (eV/Å) of the 6 atoms listed first:
-2.094 0.562 -0.988
0.980 1.125 0.173
-0.252 -0.709 1.121
0.405 2.365 0.186
-1.025 -1.177 -1.323
0.221 3.098 -0.826

Max |F|, eV/A: 8.52
Kohn-Sham gap (spin up / spin down), eV: 5.64 / 2.85
Spin multiplicity: 5
Expectation value of S²: 6.012
Total charge: +2
E_HOMO (spin up / spin down), eV: -13.7 / -13.7
DFT total energy, hartree: -2432.00013

---

Entry 6:
The following is a quantum chemistry calculation of a 2-piece molecular cluster, C7H14N2 overall at a distorted geometry, from the Open Molecules 2025 dataset.

Atoms and positions in Å:
C: 3.0710 0.0015 1.1810
C: 2.5956 -1.2193 0.3179
C: 2.1271 -1.3325 -0.9484
N: 1.6082 -2.6931 -1.0605
C: 1.8815 -3.2282 0.1961
N: 2.5189 -2.3705 0.9474
H: 3.8759 0.4034 0.5188
H: 3.6535 -0.2998 2.0936
H: 2.3089 0.7447 1.3252
H: 2.0407 -0.6779 -1.8239
H: 1.2419 -2.9978 -1.8812
H: 1.8356 -4.4616 0.4944
C: -2.2207 2.6134 -0.9032
C: -3.1968 1.6973 -0.1119
C: -2.5363 0.6868 0.7861
H: -2.7528 3.5601 -1.3115
H: -2.0592 2.0841 -1.8549
H: -1.2820 3.0299 -0.5709
H: -3.8321 2.2489 0.5729
H: -3.9458 1.2205 -0.8670
H: -1.4967 0.8744 1.0265
H: -2.9701 0.3637 1.6598
H: -2.4662 -0.2479 0.2136

Cartesian forces (eV/Å) of the 6 atoms listed first:
2.181 -1.320 -2.250
0.389 2.991 0.954
-1.345 -1.466 -1.481
2.893 3.611 4.464
0.541 -3.759 -0.611
-1.121 -2.936 1.530

Max |F|, eV/A: 6.43
Kohn-Sham gap, eV: 9.54
Energy relative to the best compared isomer or geometry (same formula, charge and spin), kJ/mol: 207.5
Total charge: 0
SMILES: Cc1c[nH]cn1.CCC
E_HOMO, eV: -8.7
DFT total energy, hartree: -384.55287